(1)
DFT (ωB97M-V/def2-TZVPD) results for a cluster of 4 separate species, C4H13NO2 in total at a distorted geometry.

## Properties
* HOMO energy (spin up / spin down): -15.02 / -14.99 eV
* gap between HOMO and LUMO (spin up / spin down): 7.65 / 6.63 eV
* ⟨S²⟩: 0.782

The geometry in ORCA input format:
```
! RIJCOSX wB97M-V def2-TZVPD def2/J DEFGRID3
* xyz 1 2
C -0.268 -1.958 -1.300
C -0.679 -1.309 0.054
C 0.292 -0.360 0.729
C 1.144 0.339 0.004
N 0.058 -0.150 2.178
H 0.140 -1.222 -1.968
H 0.554 -2.633 -1.037
H -1.083 -2.537 -1.777
H -1.672 -0.835 -0.005
H -0.764 -2.136 0.789
H 1.972 -0.072 -0.642
H 2.014 -0.122 1.747
H -0.875 -0.460 2.517
H 0.226 0.793 2.429
H -0.245 3.390 0.448
H -0.082 1.913 0.486
O -0.470 2.617 0.985
H -0.780 1.434 -2.233
H 0.532 1.358 -1.441
O -0.015 1.953 -1.962
*
```

What are the Mulliken partial charges on each atom? They are as follows, in elementary charge units: number 1, C, carries -1.215; number 2, C, carries -0.771; number 3, C, carries 1.104; number 4, C, carries -1.102; number 5, N, carries -0.528; number 6, H, carries 0.340; number 7, H, carries 0.360; number 8, H, carries 0.347; number 9, H, carries 0.420; number 10, H, carries 0.453; number 11, H, carries 0.419; number 12, H, carries 0.411; number 13, H, carries 0.312; number 14, H, carries 0.318; number 15, H, carries 0.329; number 16, H, carries 0.424; number 17, O, carries -0.660; number 18, H, carries 0.329; number 19, H, carries 0.306; number 20, O, carries -0.598

(2)
DFT (ωB97M-V/def2-TZVPD) results for a structure of composition C27H22ClIrN2O5S at a distorted geometry.

## Properties
* HOMO energy (spin up / spin down): -11.66 / -11.73 eV
* gap between HOMO and LUMO (spin up / spin down): 7.96 / 5.71 eV
* ⟨S²⟩: 0.781

The geometry in ORCA input format:
```
! RIJCOSX wB97M-V def2-TZVPD def2/J DEFGRID3
* xyz 1 2
Ir -0.124 0.581 -0.329
O 2.357 5.838 -0.100
C 3.273 4.888 -0.140
O 4.454 5.100 -0.130
C 2.786 3.472 -0.202
C 3.639 2.384 -0.289
N 2.888 1.275 -0.342
N 1.590 1.592 -0.277
C 1.503 2.918 -0.194
C 0.103 3.470 -0.139
O -0.076 4.671 -0.058
O -0.814 2.558 -0.196
H 1.432 5.490 -0.133
H 4.716 2.361 -0.323
H 3.157 0.304 -0.418
C 0.646 -1.177 -0.396
C 1.196 -2.276 -0.397
C 1.741 -3.581 -0.384
C 3.129 -3.785 -0.380
C 3.639 -5.068 -0.352
C 2.777 -6.159 -0.333
C 1.400 -5.968 -0.337
C 0.879 -4.690 -0.359
H 3.792 -2.930 -0.396
H 4.710 -5.224 -0.349
H 3.181 -7.163 -0.316
H 0.735 -6.821 -0.323
H -0.190 -4.525 -0.358
C -4.490 -0.505 -0.549
S -3.214 0.697 -0.241
O -1.964 -0.113 -0.740
C -3.543 1.891 -1.496
C -3.523 1.541 -2.842
C -3.763 2.526 -3.783
C -4.024 3.830 -3.374
C -4.033 4.164 -2.029
C -3.779 3.191 -1.074
H -4.421 -0.839 -1.581
H -5.447 -0.022 -0.358
H -4.329 -1.331 0.140
H -3.302 0.526 -3.148
H -3.747 2.280 -4.836
H -4.212 4.594 -4.116
H -4.216 5.184 -1.720
H -3.738 3.442 -0.022
Cl -2.252 -1.716 2.183
C -0.569 -1.724 2.635
C -0.067 -2.873 3.222
C 1.267 -2.918 3.596
C 2.084 -1.812 3.398
C 1.564 -0.675 2.811
C 0.228 -0.606 2.404
C -0.267 0.615 1.734
H -0.720 -3.718 3.385
H 1.660 -3.813 4.057
H 3.120 -1.836 3.708
H 2.199 0.192 2.663
H 0.310 1.488 2.035
H -1.329 0.805 1.885
*
```

What are the Mulliken partial charges on each atom? They are as follows, in elementary charge units: number 1, Ir, carries 1.167; number 2, O, carries -0.517; number 3, C, carries 0.394; number 4, O, carries -0.561; number 5, C, carries 0.356; number 6, C, carries -0.372; number 7, N, carries -0.347; number 8, N, carries -0.176; number 9, C, carries -0.256; number 10, C, carries 1.073; number 11, O, carries -0.826; number 12, O, carries -0.621; number 13, H, carries 0.432; number 14, H, carries 0.567; number 15, H, carries 0.112; number 16, C, carries -2.943; number 17, C, carries 3.160; number 18, C, carries 0.365; number 19, C, carries -0.362; number 20, C, carries -0.685; number 21, C, carries -0.322; number 22, C, carries -0.680; number 23, C, carries -0.274; number 24, H, carries 0.403; number 25, H, carries 0.413; number 26, H, carries 0.415; number 27, H, carries 0.412; number 28, H, carries 0.496; number 29, C, carries -1.117; number 30, S, carries 0.561; number 31, O, carries -0.378; number 32, C, carries 0.685; number 33, C, carries -0.319; number 34, C, carries -0.818; number 35, C, carries -0.391; number 36, C, carries -0.683; number 37, C, carries -0.290; number 38, H, carries 0.346; number 39, H, carries 0.433; number 40, H, carries 0.369; number 41, H, carries 0.377; number 42, H, carries 0.401; number 43, H, carries 0.415; number 44, H, carries 0.400; number 45, H, carries 0.380; number 46, Cl, carries -0.217; number 47, C, carries 1.055; number 48, C, carries -0.726; number 49, C, carries -0.418; number 50, C, carries -0.968; number 51, C, carries -0.159; number 52, C, carries -0.521; number 53, C, carries -1.458; number 54, H, carries 0.465; number 55, H, carries 0.438; number 56, H, carries 0.439; number 57, H, carries 0.434; number 58, H, carries 0.599; number 59, H, carries 0.845

(3)
DFT (ωB97M-V/def2-TZVPD) results for a structure of composition C18H17ClMnN2O3S3Se2Te2 at a distorted geometry.

## Properties
* HOMO energy (spin up / spin down): -3.65 / -3.64 eV
* gap between HOMO and LUMO (spin up / spin down): 5.74 / 5.76 eV
* ⟨S²⟩: 6.119

The geometry in ORCA input format:
```
! RIJCOSX wB97M-V def2-TZVPD def2/J DEFGRID3
* xyz -1 5
Mn -0.257 0.034 1.531
Se -1.746 -0.427 3.176
Te -0.685 -0.509 5.379
Te 0.805 1.823 4.920
Se 0.104 1.953 2.603
Cl 2.033 1.110 -2.831
C 2.721 0.023 -1.585
C 2.230 0.388 -0.186
O 3.054 0.806 0.628
O 0.977 0.160 -0.026
H 3.799 0.108 -1.630
H 2.392 -0.983 -1.832
C 4.526 -1.562 2.322
N 3.450 -1.265 3.271
C 3.838 -0.759 4.585
C 2.230 -1.048 2.822
N 1.139 -0.987 2.458
H 5.250 -2.210 2.820
H 5.009 -0.648 1.986
H 4.118 -2.077 1.459
H 4.517 -1.478 5.045
H 2.953 -0.635 5.200
H 4.335 0.210 4.493
O -1.735 0.577 0.502
C -1.920 0.369 -0.866
C -1.408 1.557 -1.686
C -1.599 1.847 -3.008
C -1.025 3.094 -3.392
C -0.429 3.726 -2.341
S -0.557 2.816 -0.902
C -1.266 -0.939 -1.318
C -0.696 -1.310 -2.492
C -0.201 -2.653 -2.465
C -0.417 -3.264 -1.269
S -1.231 -2.224 -0.168
C -3.435 0.266 -1.100
C -4.397 0.894 -0.376
C -5.715 0.649 -0.873
C -5.719 -0.160 -1.966
S -4.129 -0.645 -2.386
H -2.140 1.197 -3.685
H -1.063 3.497 -4.397
H 0.081 4.681 -2.331
H -0.593 -0.646 -3.340
H 0.302 -3.131 -3.299
H -0.157 -4.270 -0.973
H -4.166 1.501 0.490
H -6.613 1.062 -0.428
H -6.563 -0.518 -2.540
*
```

What are the Mulliken partial charges on each atom? They are as follows, in elementary charge units: number 1, Mn, carries 0.096; number 2, Se, carries -0.055; number 3, Te, carries -0.245; number 4, Te, carries -0.313; number 5, Se, carries -0.058; number 6, Cl, carries -0.191; number 7, C, carries -0.391; number 8, C, carries 0.065; number 9, O, carries -0.660; number 10, O, carries 0.105; number 11, H, carries 0.407; number 12, H, carries 0.181; number 13, C, carries -0.930; number 14, N, carries 0.090; number 15, C, carries -0.878; number 16, C, carries 0.525; number 17, N, carries -0.183; number 18, H, carries 0.344; number 19, H, carries 0.335; number 20, H, carries 0.292; number 21, H, carries 0.312; number 22, H, carries 0.244; number 23, H, carries 0.315; number 24, O, carries -0.611; number 25, C, carries 2.373; number 26, C, carries -0.361; number 27, C, carries -0.086; number 28, C, carries -1.030; number 29, C, carries -0.487; number 30, S, carries -0.043; number 31, C, carries -0.605; number 32, C, carries 0.060; number 33, C, carries -0.790; number 34, C, carries -0.570; number 35, S, carries -0.182; number 36, C, carries -0.246; number 37, C, carries -0.613; number 38, C, carries -0.652; number 39, C, carries -0.517; number 40, S, carries -0.046; number 41, H, carries 0.530; number 42, H, carries 0.366; number 43, H, carries 0.434; number 44, H, carries 0.432; number 45, H, carries 0.405; number 46, H, carries 0.481; number 47, H, carries 0.532; number 48, H, carries 0.386; number 49, H, carries 0.432

(4)
DFT (ωB97M-V/def2-TZVPD) results for the ion C11H17N2 with charge +1 at a distorted geometry.

## Properties
* HOMO energy: -13.14 eV
* gap between HOMO and LUMO: 8.78 eV

The geometry in ORCA input format:
```
! RIJCOSX wB97M-V def2-TZVPD def2/J DEFGRID3
* xyz 1 1
C 0.374 1.172 -1.787
C -1.756 0.556 -0.180
C -1.018 0.582 -1.552
C -0.269 -1.477 -0.401
C -0.090 -0.922 0.977
C 1.044 -0.099 -2.364
C 1.164 0.590 2.221
C -1.492 -0.831 0.348
C -0.148 -0.523 -1.495
C 1.807 1.904 2.459
C -2.580 -1.768 0.923
N 0.687 0.274 1.043
N 2.363 -0.373 -2.101
H 0.446 1.968 -2.464
H 1.038 1.445 -0.944
H -1.324 1.300 0.475
H -2.840 0.765 -0.290
H -1.707 0.787 -2.311
H -0.030 -2.523 -0.723
H -0.016 -1.715 1.610
H 0.719 -0.316 -3.455
H 0.938 -0.210 3.153
H 1.086 2.545 2.848
H 2.207 2.317 1.535
H 2.644 1.825 3.191
H -3.376 -1.133 1.207
H -2.316 -2.269 1.751
H -2.867 -2.466 0.113
H 2.543 -0.347 -1.144
H 2.773 -1.059 -2.646
*
```

What are the Mulliken partial charges on each atom? They are as follows, in elementary charge units: number 1, C, carries -0.513; number 2, C, carries -1.045; number 3, C, carries -0.209; number 4, C, carries -0.513; number 5, C, carries -1.020; number 6, C, carries -0.132; number 7, C, carries 0.126; number 8, C, carries 1.036; number 9, C, carries 0.300; number 10, C, carries -1.150; number 11, C, carries -1.743; number 12, N, carries -0.099; number 13, N, carries -0.449; number 14, H, carries 0.533; number 15, H, carries 0.010; number 16, H, carries 0.326; number 17, H, carries 0.547; number 18, H, carries 0.543; number 19, H, carries 0.471; number 20, H, carries 0.635; number 21, H, carries 0.396; number 22, H, carries 0.249; number 23, H, carries 0.310; number 24, H, carries 0.291; number 25, H, carries 0.361; number 26, H, carries 0.477; number 27, H, carries 0.474; number 28, H, carries 0.321; number 29, H, carries 0.209; number 30, H, carries 0.257